A single C9H11NO molecule, computed with ωB97M-V/def2-TZVPD.

CARTESIAN COORDINATES (ANGSTROEM)
C -2.724643 0.831806 1.151241
C -2.209760 0.097276 -0.131207
N -1.188725 1.014288 -0.609061
C 0.022063 0.506772 -0.649420
C 0.150655 -0.761131 -1.186153
C 1.312361 -1.644044 -1.110713
C 2.261286 -1.722544 -0.109163
C 2.491666 -0.746550 0.864323
C 2.213445 0.608886 0.678953
C 1.403866 1.251011 -0.315055
O 1.644603 2.251491 -0.949380
H -1.837619 1.092853 1.789100
H -3.138602 1.749700 0.713727
H -3.471298 0.243687 1.697719
H -2.978904 -0.016757 -0.877995
H -1.746210 -0.774691 0.143752
H -1.273122 2.077821 -0.563922
H -0.797136 -1.174436 -1.678068
H 1.222788 -2.452345 -1.778944
H 2.685733 -2.724848 0.011571
H 3.189419 -1.046773 1.642831
H 2.768131 1.338534 1.265873

Atoms 1-2, force components in eV/Å:
0.304 -0.306 -0.779
-1.481 3.821 1.163

Its molar mass is 149.19 g mol⁻¹. The structure (SMILES) is CCNc1cccccc1=O. Its spin multiplicity is 1. The frontier orbital gap is 7.5822 eV. The total energy is -13046.1520 eV.

Atomic partial charges in e from the natural (NBO) method, atoms 1 to 5: atom 1 (C): -0.608, atom 2 (C): -0.205, atom 3 (N): -0.588, atom 4 (C): 0.184, atom 5 (C): -0.347